{"formula": "C7H25BeN12O9", "method": "the ωB97M-V functional and the def2-TZVPD basis", "symbols": ["Be", "O", "C", "O", "O", "H", "C", "O", "N", "N", "H", "H", "H", "H", "C", "O", "N", "N", "H", "H", "H", "H", "C", "O", "N", "N", "H", "H", "H", "H", "C", "O", "N", "N", "H", "H", "H", "H", "C", "O", "N", "N", "H", "H", "H", "H", "C", "O", "N", "N", "H", "H", "H", "H"], "positions_angstrom": [[0.23, 3.36, 0.92], [-0.09, -0.38, -1.32], [0.03, 0.72, -0.58], [-0.96, 1.48, -0.42], [1.13, 1.03, -0.04], [-1.06, -0.40, -1.27], [-0.64, 0.71, 2.97], [-0.33, 1.89, 2.83], [-1.72, 0.16, 2.37], [0.04, -0.21, 3.66], [-1.95, -0.81, 2.33], [-2.16, 0.78, 1.71], [0.84, 0.12, 4.18], [-0.26, -1.16, 3.73], [-2.44, -3.16, -1.30], [-1.53, -3.75, -0.74], [-3.28, -2.31, -0.64], [-2.72, -3.31, -2.61], [-3.88, -1.71, -1.18], [-2.92, -2.05, 0.26], [-3.46, -2.94, -3.18], [-2.20, -3.99, -3.15], [-3.30, 3.33, 1.59], [-2.06, 3.45, 1.58], [-3.93, 2.55, 0.69], [-4.11, 4.11, 2.29], [-4.93, 2.60, 0.76], [-3.52, 2.16, -0.14], [-5.03, 3.79, 2.55], [-3.68, 4.64, 3.03], [0.52, -1.56, -4.09], [-0.19, -0.62, -4.47], [1.63, -1.95, -4.68], [0.16, -2.38, -3.05], [2.03, -1.48, -5.47], [2.19, -2.69, -4.30], [-0.32, -1.92, -2.29], [0.83, -3.09, -2.79], [3.11, 2.30, 2.32], [2.18, 3.12, 2.36], [3.08, 1.16, 1.59], [4.26, 2.50, 2.99], [4.00, 0.76, 1.50], [2.21, 0.83, 1.21], [5.07, 2.02, 2.63], [4.50, 3.44, 3.25], [3.45, -1.81, -1.07], [4.33, -2.66, -1.15], [2.19, -2.03, -0.57], [3.68, -0.49, -1.28], [1.69, -1.18, -0.46], [1.96, -2.92, -0.17], [2.88, 0.08, -1.08], [4.45, -0.13, -1.81]], "fmax_ev_per_a": 5.11, "gap_ha": 0.17787, "multiplicity": 1, "total_charge": 1}

{"formula": "C22H26N2O5", "method": "the ωB97M-V functional and the def2-TZVPD basis", "symbols": ["C", "C", "O", "C", "C", "C", "C", "C", "C", "C", "C", "C", "C", "C", "N", "C", "O", "N", "C", "C", "C", "C", "C", "O", "O", "C", "C", "O", "C", "H", "H", "H", "H", "H", "H", "H", "H", "H", "H", "H", "H", "H", "H", "H", "H", "H", "H", "H", "H", "H", "H", "H", "H", "H", "H"], "positions_angstrom": [[-2.80, -2.67, -2.23], [-2.08, -3.65, -1.31], [-1.05, -3.03, -0.56], [-1.36, -1.99, 0.28], [-2.61, -1.87, 0.91], [-2.86, -0.84, 1.76], [-1.87, 0.11, 2.06], [-2.13, 1.19, 2.93], [-1.16, 2.10, 3.22], [0.11, 1.97, 2.65], [0.39, 0.94, 1.79], [-0.59, -0.01, 1.45], [-0.36, -1.07, 0.54], [0.97, -1.23, -0.19], [2.01, -1.60, 0.75], [3.28, -1.16, 0.79], [4.09, -1.60, 1.58], [3.60, -0.15, -0.12], [4.99, 0.28, -0.12], [2.66, 0.47, -0.91], [3.15, 1.61, -1.74], [1.38, 0.03, -0.93], [0.27, 0.61, -1.68], [-0.64, -0.03, -2.16], [0.33, 1.96, -1.78], [-0.80, 2.62, -2.34], [-1.69, 3.19, -1.23], [-2.27, 2.24, -0.38], [-3.22, 1.40, -0.98], [-3.39, -3.21, -2.97], [-3.45, -2.00, -1.67], [-2.06, -2.05, -2.74], [-2.80, -4.16, -0.65], [-1.55, -4.40, -1.90], [-3.38, -2.61, 0.71], [-3.83, -0.75, 2.24], [-3.11, 1.27, 3.37], [-1.36, 2.93, 3.89], [0.88, 2.69, 2.89], [1.38, 0.86, 1.38], [0.83, -2.04, -0.92], [1.78, -2.34, 1.40], [5.49, -0.30, 0.65], [5.08, 1.34, 0.12], [5.46, 0.08, -1.08], [3.42, 2.45, -1.10], [2.39, 1.94, -2.43], [4.03, 1.31, -2.30], [-0.41, 3.44, -2.95], [-1.35, 1.92, -2.97], [-1.09, 3.83, -0.58], [-2.47, 3.80, -1.71], [-2.75, 0.64, -1.62], [-3.73, 0.90, -0.16], [-3.94, 1.97, -1.57]], "fmax_ev_per_a": 0.79, "smiles": "CCOc1ccc2ccccc2c1[C@@H]1NC(=O)N(C)C(C)=C1C(=O)OCCOC", "gap_ha": 0.31284, "multiplicity": 1}

{"formula": "CCl4OS", "method": "the ωB97M-V functional and the def2-TZVPD basis", "symbols": ["C", "O", "S", "Cl", "Cl", "Cl", "Cl"], "positions_angstrom": [[-0.65, 0.71, -0.33], [0.95, -2.15, -0.42], [1.20, -0.86, -0.01], [-1.76, 0.24, -1.58], [-1.28, 0.82, 1.25], [0.24, 2.14, -0.88], [1.31, -0.92, 1.97]], "fmax_ev_per_a": 5.86, "gap_ha": 0.29063, "multiplicity": 1}

{"formula": "C23H38Br3NO14", "method": "the ωB97M-V functional and the def2-TZVPD basis", "symbols": ["C", "C", "C", "C", "C", "C", "N", "O", "O", "H", "H", "H", "H", "H", "C", "C", "O", "C", "O", "O", "C", "H", "H", "H", "H", "H", "H", "H", "H", "C", "C", "O", "C", "O", "O", "C", "H", "H", "H", "H", "H", "H", "H", "H", "C", "C", "O", "C", "O", "O", "C", "H", "H", "H", "H", "H", "H", "H", "H", "C", "C", "O", "C", "O", "O", "C", "H", "H", "H", "H", "H", "H", "H", "H", "C", "Br", "Br", "Br", "H"], "positions_angstrom": [[3.94, 1.43, 3.17], [4.72, 1.08, 2.04], [4.19, 0.27, 1.07], [2.84, -0.03, 1.09], [2.05, 0.42, 2.12], [2.54, 1.19, 3.18], [2.19, -0.88, 0.02], [2.78, -1.15, -0.99], [1.10, -1.30, 0.20], [4.50, 1.90, 3.97], [5.78, 1.29, 1.98], [4.76, 0.12, 0.16], [0.99, 0.23, 2.03], [1.83, 1.49, 3.94], [0.19, 4.06, 1.86], [0.73, 5.33, 1.17], [0.38, 6.37, 2.03], [1.35, 7.42, 2.22], [2.24, 7.63, 1.36], [1.15, 8.14, 3.29], [-0.17, 8.33, 4.00], [-0.90, 4.01, 1.86], [0.63, 3.95, 2.85], [0.24, 3.18, 1.21], [0.35, 5.44, 0.16], [1.80, 5.16, 1.04], [-0.95, 8.96, 3.59], [-0.02, 8.77, 4.99], [-0.76, 7.42, 4.17], [-2.59, -4.82, -5.89], [-3.57, -3.68, -5.49], [-2.88, -2.66, -4.77], [-2.66, -2.78, -3.51], [-2.98, -3.66, -2.75], [-1.99, -1.79, -3.20], [-1.64, -1.43, -1.91], [-2.83, -5.84, -5.60], [-1.61, -4.50, -5.51], [-2.43, -4.85, -6.97], [-4.47, -4.12, -5.06], [-3.74, -3.18, -6.45], [-1.96, -0.41, -1.69], [-0.55, -1.43, -1.83], [-1.94, -2.08, -1.09], [-0.47, -8.26, -1.57], [-0.83, -7.79, -3.00], [-0.87, -6.37, -3.20], [0.19, -5.69, -3.65], [1.19, -6.08, -4.23], [0.03, -4.48, -3.21], [0.88, -3.41, -3.64], [-0.30, -9.34, -1.59], [-1.19, -7.85, -0.86], [0.53, -7.89, -1.37], [-1.80, -8.18, -3.31], [-0.01, -8.24, -3.56], [1.21, -2.84, -2.77], [0.29, -2.71, -4.23], [1.71, -3.65, -4.30], [-3.80, 3.83, 3.86], [-3.12, 2.90, 2.85], [-3.55, 1.59, 3.08], [-2.94, 0.66, 2.37], [-1.82, 0.80, 1.79], [-3.59, -0.47, 2.63], [-2.96, -1.69, 2.20], [-4.74, 4.15, 3.41], [-3.12, 4.67, 4.01], [-4.01, 3.18, 4.71], [-2.07, 2.98, 3.13], [-3.25, 3.25, 1.82], [-3.57, -2.47, 2.66], [-1.93, -1.92, 2.46], [-3.07, -1.76, 1.11], [6.84, 3.97, 1.03], [6.30, 2.65, -0.26], [5.54, 5.54, 1.24], [8.65, 4.50, 0.41], [6.96, 3.38, 1.93]], "fmax_ev_per_a": 6.86, "gap_ha": [0.10399, 0.26188], "multiplicity": 2, "s2": 0.766, "total_charge": -1}

{"formula": "H2NO3S", "method": "the ωB97M-V functional and the def2-TZVPD basis", "symbols": ["N", "O", "O", "O", "S", "H", "H"], "positions_angstrom": [[0.44, 0.59, 0.20], [1.50, -0.33, 0.90], [-0.41, 0.63, 2.58], [-0.34, -0.51, -2.04], [-0.10, -0.29, 1.48], [0.06, -0.26, -1.08], [-1.14, 0.17, -2.03]], "fmax_ev_per_a": 3.57, "gap_ha": 0.27898, "multiplicity": 1, "total_charge": -1}

{"formula": "C5H6O2", "method": "the ωB97M-V functional and the def2-TZVPD basis", "symbols": ["C", "C", "C", "C", "C", "O", "O", "H", "H", "H", "H", "H", "H"], "positions_angstrom": [[-0.77, 0.20, 1.39], [-1.01, 1.42, 1.91], [-0.39, 2.26, -0.49], [-0.08, 0.01, 0.16], [0.71, -1.26, -0.04], [-0.21, 2.67, 0.72], [0.17, 0.94, -0.64], [-1.11, -0.45, 2.15], [-1.45, 2.34, -0.71], [0.17, 2.79, -1.24], [1.00, -1.24, -1.13], [0.25, -2.06, 0.33], [1.74, -1.14, 0.46]], "fmax_ev_per_a": 6.26, "gap_ha": 0.30191, "multiplicity": 1}

{"formula": "C5H13NO2", "method": "the ωB97M-V functional and the def2-TZVPD basis", "symbols": ["C", "C", "O", "C", "C", "N", "C", "O", "H", "H", "H", "H", "H", "H", "H", "H", "H", "H", "H", "H", "H"], "positions_angstrom": [[1.71, 1.41, -0.79], [0.56, 1.84, 0.08], [-0.57, 0.87, -0.23], [-0.30, -0.35, 0.46], [-0.26, -1.63, -0.45], [0.95, -1.85, -1.13], [-1.25, -0.28, 1.47], [-2.55, -0.24, 1.21], [1.96, 0.32, -0.94], [2.75, 1.94, -0.62], [0.93, 1.78, -1.77], [-0.12, 2.65, -0.14], [0.43, 1.91, 1.23], [0.81, -0.44, 0.74], [-0.38, -2.59, 0.22], [-1.26, -1.77, -1.09], [1.06, -2.70, -1.59], [1.02, -1.22, -1.97], [-1.05, 0.69, 2.04], [-1.35, -1.00, 2.48], [-3.10, 0.65, 0.78]], "fmax_ev_per_a": 9.47, "smiles": "CCO[C@H](CN)CO", "gap_ha": 0.36757, "multiplicity": 1}

{"formula": "C29H44Cl2N4O9PdSSi", "method": "the ωB97M-V functional and the def2-TZVPD basis", "symbols": ["Pd", "Cl", "C", "C", "C", "Cl", "C", "C", "C", "C", "N", "C", "C", "O", "H", "H", "H", "H", "C", "C", "S", "O", "O", "C", "C", "N", "C", "N", "C", "C", "N", "O", "O", "C", "H", "H", "H", "H", "H", "H", "H", "H", "H", "H", "H", "H", "H", "C", "C", "C", "C", "O", "Si", "O", "O", "C", "C", "C", "C", "O", "C", "C", "C", "C", "H", "H", "H", "H", "H", "H", "H", "H", "H", "H", "H", "H", "H", "H", "H", "H", "H", "H", "H", "H", "H", "H", "H", "H", "H", "H", "H"], "positions_angstrom": [[-0.23, -0.84, 1.59], [-2.85, 3.22, -2.03], [-3.14, 2.02, -0.77], [-4.34, 1.32, -0.81], [-4.61, 0.37, 0.14], [-6.14, -0.50, 0.05], [-3.69, 0.09, 1.17], [-3.91, -0.91, 2.17], [-2.95, -1.16, 3.10], [-1.75, -0.38, 3.10], [-1.55, 0.61, 2.21], [-2.47, 0.81, 1.21], [-2.12, 1.84, 0.21], [-1.05, 2.48, 0.24], [-5.05, 1.52, -1.60], [-4.83, -1.48, 2.15], [-3.08, -1.93, 3.85], [-1.10, -0.40, 3.97], [2.46, -0.37, -2.83], [3.87, -0.45, -3.38], [5.18, 0.30, -2.42], [5.16, -0.27, -1.09], [6.37, 0.20, -3.23], [4.83, 2.04, -2.28], [3.80, 2.48, -1.24], [4.21, 2.33, 0.15], [3.65, 1.48, 1.05], [4.24, 1.57, 2.24], [5.21, 2.49, 2.11], [5.22, 2.99, 0.83], [6.01, 4.04, 0.33], [5.79, 4.45, -0.81], [6.87, 4.50, 1.06], [2.54, 0.56, 0.71], [1.82, -1.06, -3.38], [2.03, 0.63, -2.94], [2.41, -0.66, -1.78], [3.97, -0.02, -4.38], [4.22, -1.49, -3.43], [4.53, 2.39, -3.27], [5.81, 2.47, -2.07], [2.88, 1.90, -1.34], [3.55, 3.52, -1.43], [5.85, 2.79, 2.92], [1.90, 0.97, -0.06], [1.86, 0.37, 1.53], [2.91, -0.41, 0.38], [3.34, -5.89, -0.86], [3.06, -4.44, -1.27], [3.38, -4.24, -2.75], [3.90, -3.49, -0.42], [1.68, -4.19, -1.13], [0.85, -3.59, 0.20], [1.17, -2.09, 0.55], [-0.71, -3.95, -0.18], [-1.57, -3.36, -1.16], [-2.81, -2.87, -0.43], [-0.90, -2.19, -1.89], [-1.91, -4.46, -2.16], [1.25, -4.70, 1.38], [1.01, -4.59, 2.78], [1.87, -3.49, 3.38], [-0.47, -4.33, 3.05], [1.41, -5.95, 3.36], [4.40, -6.13, -0.98], [2.76, -6.57, -1.49], [3.04, -6.04, 0.17], [4.43, -4.46, -2.96], [3.18, -3.20, -3.03], [2.75, -4.89, -3.36], [4.97, -3.63, -0.61], [3.71, -3.64, 0.64], [3.64, -2.45, -0.65], [-2.51, -2.10, 0.29], [-3.26, -3.70, 0.12], [-3.54, -2.44, -1.11], [-0.64, -1.41, -1.18], [-1.60, -1.77, -2.62], [0.00, -2.52, -2.40], [-2.39, -5.30, -1.64], [-1.00, -4.83, -2.63], [-2.59, -4.09, -2.93], [1.59, -2.52, 2.96], [2.92, -3.67, 3.16], [1.74, -3.46, 4.47], [-0.77, -3.37, 2.63], [-0.66, -4.31, 4.13], [-1.08, -5.11, 2.59], [2.47, -6.14, 3.16], [0.82, -6.74, 2.90], [1.25, -5.97, 4.44]], "fmax_ev_per_a": 0.49, "gap_ha": 0.16938, "multiplicity": 1, "total_charge": -2}